{
  "formula": "C54H64IrN4OP4SSe2",
  "method": "ωB97M-V with the def2-TZVPD basis set",
  "multiplicity": 2,
  "e_tot_ha": -9060.709400,
  "e_lumo_ev": [-6.29, -7.39],
  "charge": 2,
  "de_lowest_kcal_mol": 79.7,
  "s_squared": 0.76,
  "species": ["Ir", "C", "C", "C", "P", "C", "C", "C", "C", "C", "C", "C", "C", "C", "N", "C", "C", "C", "C", "C", "C", "P", "C", "C", "C", "C", "C", "C", "H", "H", "H", "H", "H", "H", "H", "H", "H", "H", "H", "H", "H", "H", "H", "H", "H", "H", "H", "H", "H", "H", "H", "H", "H", "H", "H", "H", "H", "H", "H", "H", "H", "H", "H", "H", "Se", "P", "C", "C", "C", "C", "C", "C", "C", "C", "C", "C", "C", "C", "C", "C", "N", "N", "N", "P", "Se", "C", "C", "C", "C", "C", "C", "C", "C", "C", "C", "C", "C", "H", "H", "H", "H", "H", "H", "H", "H", "H", "H", "H", "H", "H", "H", "H", "H", "H", "H", "H", "H", "O", "S", "C", "C", "C", "C", "H", "H", "H", "H", "H", "H", "H", "H"],
  "coordinates": [[0.64854, 0.93221, -0.80964], [-1.46490, 4.22787, -4.20570], [-1.31431, 2.92324, -3.40557], [-1.08295, 1.74726, -4.36356], [-0.07982, 2.94760, -2.01527], [1.36279, 4.05064, -2.46893], [1.21386, 5.51246, -2.05581], [1.74153, 3.93740, -3.95439], [-0.83362, 3.87514, -0.70137], [-1.77926, 4.88080, -0.91849], [-2.10021, 5.76649, 0.08712], [-1.40693, 5.68963, 1.29347], [-0.53834, 4.64504, 1.54125], [-0.31922, 3.64588, 0.57659], [0.36945, 2.47805, 0.84673], [0.39893, 1.92041, 2.13482], [-0.50686, 2.21167, 3.16584], [-0.44529, 1.53917, 4.36955], [0.51214, 0.55231, 4.59610], [1.38308, 0.22752, 3.58053], [1.32287, 0.90948, 2.36502], [2.32833, 0.63074, 0.93633], [3.74123, 1.81644, 1.17802], [3.45631, 3.19578, 0.58265], [4.08487, 1.96137, 2.65981], [3.07156, -1.05529, 0.92612], [4.21602, -1.29027, 1.91396], [1.99857, -2.13760, 1.02044], [-2.50503, 4.33678, -4.51340], [-1.18040, 5.12281, -3.65886], [-0.86557, 4.18703, -5.11285], [-2.24152, 2.72035, -2.86097], [-0.26886, 1.96016, -5.05823], [-0.83985, 0.83437, -3.82984], [-1.98555, 1.56534, -4.94802], [2.17074, 3.62235, -1.87541], [0.42681, 6.02059, -2.61141], [1.01166, 5.62931, -0.99242], [2.15321, 6.02597, -2.27393], [1.12299, 4.59315, -4.56222], [2.77649, 4.25646, -4.09299], [1.64925, 2.92102, -4.33048], [-2.25709, 4.97842, -1.88251], [-2.84115, 6.53656, -0.07619], [-1.55441, 6.45046, 2.04870], [-0.01141, 4.59636, 2.48380], [-1.31199, 2.90512, 2.97839], [-1.17414, 1.76453, 5.13743], [0.55303, 0.02392, 5.53892], [2.11556, -0.55168, 3.74235], [4.57474, 1.36190, 0.63576], [2.67116, 3.70055, 1.14445], [4.35550, 3.81318, 0.62668], [3.13634, 3.11044, -0.44912], [3.28646, 2.47545, 3.19215], [4.26284, 1.01178, 3.15905], [4.99722, 2.55476, 2.74111], [3.49079, -1.09026, -0.08773], [3.90880, -1.16882, 2.95071], [4.56198, -2.31743, 1.79565], [5.06375, -0.63087, 1.73045], [1.48389, -2.13085, 1.98192], [1.25262, -2.00916, 0.24193], [2.44898, -3.12133, 0.88519], [-0.84436, -4.79094, 1.86800], [-2.10933, -3.18972, 2.44311], [-1.89861, -2.72861, 4.18634], [-2.55967, -1.62399, 4.73542], [-2.42942, -1.35082, 6.08675], [-1.65589, -2.17313, 6.89715], [-0.99843, -3.26580, 6.35297], [-1.12048, -3.54699, 4.99779], [-3.86979, -3.52533, 2.19975], [-4.73824, -3.66097, 3.27810], [-6.07415, -3.96334, 3.04781], [-6.53805, -4.13823, 1.75350], [-5.66925, -4.00864, 0.67638], [-4.33762, -3.70617, 0.90005], [-1.70670, -1.71046, 1.46593], [-1.15016, -1.44613, 0.22930], [-0.94276, -0.08171, 0.20555], [-1.37931, 0.42856, 1.33591], [-1.83069, -0.51303, 2.09738], [-1.01316, -2.22860, -1.36034], [0.40498, -1.00590, -2.45625], [-0.48069, -3.94017, -1.43287], [0.87062, -4.22571, -1.63368], [1.28785, -5.53920, -1.76255], [0.35878, -6.56960, -1.71038], [-0.98600, -6.28706, -1.51907], [-1.40986, -4.97906, -1.37185], [-2.68212, -2.13922, -2.03794], [-3.06166, -2.99274, -3.07573], [-4.37492, -2.99540, -3.51554], [-5.30312, -2.13343, -2.94587], [-4.91409, -1.24623, -1.95119], [-3.60631, -1.24593, -1.49339], [-3.16345, -0.98553, 4.10819], [-2.94318, -0.49877, 6.51418], [-1.57456, -1.96798, 7.95710], [-0.39474, -3.90827, 6.98029], [-0.61886, -4.40557, 4.57100], [-4.37728, -3.54094, 4.29008], [-6.75191, -4.06916, 3.88442], [-7.57739, -4.38523, 1.58083], [-6.02896, -4.15223, -0.33470], [-3.65090, -3.61631, 0.06765], [1.59192, -3.42318, -1.70553], [2.33568, -5.75643, -1.92096], [0.68380, -7.59543, -1.82392], [-1.71176, -7.08823, -1.48777], [-2.45926, -4.77976, -1.21543], [-2.33698, -3.65399, -3.53279], [-4.67621, -3.67253, -4.30367], [-6.33176, -2.14856, -3.28175], [-5.62866, -0.55621, -1.52279], [-3.31838, -0.55732, -0.70945], [2.85552, 0.91132, -1.59129], [3.50436, 1.46499, -2.87081], [4.26634, 0.04578, -3.73459], [5.76292, 0.08017, -3.44913], [6.12607, 1.56039, -3.33557], [5.11545, 2.13853, -2.35502], [4.06109, 0.21340, -4.79291], [3.75296, -0.85784, -3.40748], [6.32330, -0.41339, -4.24139], [5.98708, -0.42474, -2.50748], [6.03503, 2.04994, -4.30773], [7.14583, 1.70557, -2.98291], [5.06194, 3.22616, -2.36613], [5.28146, 1.78484, -1.33681]],
  "mulliken_spin": [0.36, 0.02, 0.01, 0.03, 0.25, -0.01, 0.01, 0.01, -0.04, 0.02, -0.01, 0.01, -0.01, 0.02, -0.02, 0.01, 0.00, 0.01, 0.00, 0.00, 0.00, 0.27, 0.01, 0.01, 0.00, -0.02, 0.01, 0.03, 0.00, 0.00, 0.00, 0.01, 0.00, -0.01, 0.00, 0.01, 0.00, 0.00, 0.00, 0.00, 0.00, 0.00, 0.00, 0.00, 0.00, 0.00, 0.00, 0.00, 0.00, 0.00, 0.00, 0.00, 0.00, -0.01, 0.00, 0.00, 0.00, 0.00, 0.00, 0.00, 0.00, 0.00, -0.04, 0.00, 0.00, 0.00, 0.00, 0.00, 0.00, 0.00, 0.00, 0.00, 0.00, 0.00, 0.00, 0.00, 0.00, 0.00, -0.01, 0.01, -0.03, 0.02, 0.01, 0.02, 0.05, 0.00, 0.01, 0.00, 0.00, 0.00, 0.00, 0.01, 0.00, 0.00, 0.00, 0.00, 0.00, 0.00, 0.00, 0.00, 0.00, 0.00, 0.00, 0.00, 0.00, 0.00, 0.00, 0.00, 0.00, 0.00, 0.00, 0.00, 0.00, 0.00, 0.00, 0.00, 0.00, -0.02, -0.01, 0.00, 0.00, 0.00, 0.00, 0.00, 0.00, 0.00, 0.00, 0.00, 0.00, 0.00, 0.00]
}